Density functional theory data (ωB97M-V with the def2-TZVPD basis set) for a 2-piece molecular cluster, C4H8O2 overall.

XYZ file:
```
14
Properties=species:S:1:pos:R:3:forces:R:3:lowdin_charge:R:1
O 1.8881 -1.1714 0.0713 -0.29 -0.65 -0.41 -0.0161
C 0.7528 -1.4933 -0.1956 0.47 -0.20 -0.05 -0.3029
C -0.1066 -0.8187 -1.2348 0.05 0.06 0.01 -0.1524
C -0.9011 0.0174 -0.2663 -0.29 0.37 0.01 -0.1387
C -0.5695 1.2614 0.0881 -0.31 -0.12 -0.53 -0.2694
O -1.0609 1.9306 1.1563 -0.22 -0.07 0.11 0.0063
H 0.2062 -2.2219 0.4397 0.13 -0.06 -0.08 0.1295
H 0.5103 -0.2342 -1.9251 -0.13 -0.04 0.20 0.1244
H -0.7321 -1.5253 -1.7921 0.11 0.11 0.15 0.1129
H -1.6364 -0.5180 0.3325 0.02 0.08 -0.01 0.1152
H 0.1249 1.8766 -0.4776 -0.11 -0.16 0.05 0.1287
H -1.5158 1.2977 1.7299 -0.02 0.20 -0.08 0.1112
H 1.3092 1.0926 1.1246 0.43 0.09 0.33 0.0729
H 1.7310 0.5064 0.9491 0.17 0.39 0.29 0.0786
```
Positions in Å, forces in eV/Å.

Its strongest force on any atom is 0.82 eV/Å. Its molar mass is 88.1 g mol⁻¹. For the LUMO energy, the calculation gives 0.7 eV. The value obtained for the relative energy (zero: lowest compared OMol25 entry of this formula, charge and spin) is 73.0 kcal per mole. As for the total energy: -307.596147 Ha. For the highest occupied orbital energy, the calculation gives -8.991 eV. The orbital gap is 9.73 eV.